(1)
A 4-piece molecular cluster, C2H15N2O3 overall at a distorted geometry. Source: OMol25; level of theory: ωB97M-V/def2-TZVPD.

Electronic energy ... -11433.6062 eV
Total charge ... +1
Orbital gap ... 10.131 eV
E_HOMO ... -13.0 eV

```
22
C2H15N2O3, DFT ωB97M-V/def2-TZVPD
N 0.62 -0.04 0.50
C 1.15 -0.48 -0.83
C 0.29 -1.52 -1.64
N -0.60 -0.96 -2.64
H -0.38 -0.27 0.60
H 1.14 -0.38 1.30
H 0.77 0.98 0.61
H 0.92 0.37 -1.48
H 2.13 -0.94 -0.85
H 1.06 -2.13 -2.11
H -0.28 -2.19 -0.97
H -1.53 -0.86 -2.25
H -0.67 -1.62 -3.41
H 0.61 3.94 1.02
H -0.81 3.52 0.82
O 0.04 3.16 1.06
H -2.17 -2.40 0.59
H -3.36 -1.54 0.52
O -2.39 -1.46 0.47
H 1.73 1.05 3.02
H 0.82 2.34 2.98
O 0.92 1.43 2.68
```

(2)
A 2-piece molecular cluster, CH7N2O overall at a distorted geometry. Source: OMol25; level of theory: ωB97M-V/def2-TZVPD.

Electronic energy ... -6165.4037 eV
Total charge ... +1
Orbital gap ... 5.538 eV
E_HOMO ... -15.6 eV

```
11
CH7N2O, DFT ωB97M-V/def2-TZVPD
N 0.71 0.67 0.04
C -0.53 0.39 0.55
N -0.35 -0.98 1.27
H -0.95 1.12 1.26
H 1.38 1.16 0.67
H -1.23 0.20 -0.27
H -1.07 -0.99 1.99
H 0.54 -1.05 1.75
H 0.63 -0.28 -3.23
H 0.73 -0.05 -1.64
O 0.16 -0.17 -2.40
```

(3)
C38H110Br6N21O17P5 as an isolated structure at a distorted geometry. Source: OMol25; level of theory: ωB97M-V/def2-TZVPD.

Electronic energy ... -573971.6670 eV
Total charge ... 0
Orbital gap ... 7.007 eV
E_HOMO ... -7.8 eV

```
197
C38H110Br6N21O17P5, DFT ωB97M-V/def2-TZVPD
C 10.00 17.16 -20.44
N 10.22 16.08 -19.37
O 9.79 16.32 -18.24
O 10.91 15.11 -19.71
H 10.16 16.88 -21.48
H 10.66 17.96 -20.11
H 8.94 17.43 -20.37
C 12.39 12.87 -21.16
N 13.37 11.80 -21.33
O 14.45 11.81 -20.72
O 13.08 10.96 -22.11
H 12.45 13.18 -20.12
H 11.37 12.52 -21.33
H 12.58 13.76 -21.75
C 17.62 7.79 -18.73
N 16.62 6.83 -18.14
O 15.90 7.19 -17.23
O 16.69 5.64 -18.51
H 17.22 7.95 -19.73
H 18.62 7.37 -18.68
H 17.38 8.67 -18.13
C 7.14 8.63 -10.18
N 7.47 8.18 -11.55
O 8.09 8.98 -12.28
O 7.25 7.02 -11.85
H 8.07 8.65 -9.61
H 6.42 7.96 -9.72
H 6.74 9.63 -10.34
C 16.58 13.04 -18.07
N 16.18 13.97 -17.04
O 16.02 15.12 -17.44
O 16.18 13.66 -15.88
H 17.24 13.45 -18.84
H 15.63 12.72 -18.49
H 16.99 12.17 -17.57
C 9.06 12.55 -19.35
N 8.04 13.17 -20.26
O 7.05 12.57 -20.56
O 8.31 14.19 -20.71
H 8.61 12.74 -18.38
H 9.98 13.13 -19.46
H 9.25 11.50 -19.57
O 14.63 13.17 -10.57
P 14.31 11.69 -10.74
N 15.48 10.81 -11.70
C 15.52 10.85 -13.19
C 16.83 10.40 -11.14
N 12.86 11.34 -11.60
C 12.40 12.28 -12.57
C 12.23 10.02 -11.77
N 14.23 10.68 -9.33
C 14.19 9.22 -9.32
C 13.86 11.33 -8.01
H 15.91 11.80 -13.56
H 14.50 10.65 -13.49
H 16.10 9.98 -13.49
H 17.59 11.07 -11.54
H 17.14 9.41 -11.48
H 16.78 10.49 -10.06
H 12.07 11.75 -13.46
H 11.59 12.87 -12.12
H 13.16 12.97 -12.94
H 12.28 9.40 -10.88
H 11.18 10.03 -12.04
H 12.59 9.53 -12.67
H 14.09 8.89 -10.35
H 15.03 8.76 -8.80
H 13.37 8.92 -8.68
H 13.48 12.34 -8.17
H 14.73 11.16 -7.37
H 13.10 10.69 -7.58
O 13.18 3.81 -9.88
P 12.28 4.02 -11.07
N 12.66 3.23 -12.55
C 11.76 3.08 -13.71
C 13.76 2.25 -12.69
N 12.02 5.66 -11.55
C 12.13 6.56 -10.43
C 12.60 6.25 -12.81
N 10.68 3.36 -10.68
C 10.47 1.88 -10.60
C 9.63 4.35 -10.35
H 12.10 3.32 -14.72
H 10.91 3.72 -13.45
H 11.39 2.06 -13.75
H 13.38 1.23 -12.66
H 14.44 2.35 -11.84
H 14.30 2.45 -13.61
H 13.16 6.79 -10.15
H 11.46 7.38 -10.69
H 11.55 6.40 -9.53
H 12.05 6.02 -13.72
H 12.59 7.33 -12.64
H 13.64 5.99 -13.00
H 11.30 1.55 -9.99
H 9.54 1.49 -10.17
H 10.61 1.38 -11.56
H 8.72 3.85 -10.01
H 9.44 4.96 -11.24
H 10.01 4.97 -9.53
O 9.15 18.95 -16.25
P 10.22 18.97 -15.16
N 9.48 18.97 -13.58
C 10.13 18.87 -12.22
C 8.11 19.30 -13.46
N 11.28 20.31 -15.20
C 11.09 21.23 -16.34
C 12.68 20.42 -14.58
N 11.23 17.64 -15.07
C 12.25 17.38 -16.04
C 10.74 16.35 -14.60
H 10.03 17.85 -11.88
H 9.64 19.62 -11.60
H 11.19 19.13 -12.25
H 7.79 19.71 -12.50
H 7.58 18.37 -13.70
H 7.77 20.07 -14.14
H 11.18 22.21 -15.86
H 11.97 21.30 -16.99
H 10.19 21.18 -16.96
H 13.38 20.94 -15.24
H 12.66 21.19 -13.80
H 13.10 19.53 -14.12
H 12.00 16.53 -16.67
H 12.23 18.22 -16.73
H 13.17 17.08 -15.52
H 10.22 15.86 -15.43
H 10.14 16.40 -13.69
H 11.61 15.78 -14.27
O 11.14 10.61 -18.88
P 11.53 10.53 -17.47
N 10.54 9.49 -16.46
C 9.66 8.56 -17.10
C 10.55 9.31 -15.00
N 11.32 11.97 -16.54
C 12.24 13.04 -16.81
C 10.07 12.47 -16.00
N 13.11 9.96 -17.26
C 13.67 9.46 -15.99
C 14.00 9.62 -18.34
H 9.11 9.19 -17.80
H 8.83 8.21 -16.48
H 9.97 7.75 -17.75
H 11.27 9.93 -14.45
H 10.70 8.29 -14.66
H 9.55 9.58 -14.66
H 13.24 12.61 -16.71
H 12.12 13.43 -17.82
H 12.19 13.76 -15.99
H 10.14 12.50 -14.91
H 9.90 13.52 -16.23
H 9.19 11.86 -16.20
H 14.73 9.62 -15.80
H 13.21 10.09 -15.23
H 13.57 8.39 -15.77
H 14.38 8.60 -18.28
H 14.82 10.34 -18.37
H 13.37 9.74 -19.22
O 8.07 16.30 -11.28
P 8.19 14.92 -10.80
N 9.64 14.60 -9.90
C 10.65 15.69 -9.88
C 10.06 13.44 -9.20
N 8.03 13.69 -12.02
C 8.62 12.31 -11.98
C 7.13 13.86 -13.15
N 6.87 14.59 -9.66
C 5.65 13.80 -10.02
C 6.83 15.38 -8.52
H 10.23 16.53 -9.31
H 11.08 15.78 -10.88
H 11.46 15.37 -9.21
H 10.90 12.91 -9.64
H 9.21 12.76 -9.17
H 10.33 13.84 -8.23
H 8.90 12.02 -10.96
H 7.80 11.69 -12.36
H 9.43 12.32 -12.70
H 6.11 13.54 -12.92
H 7.21 14.90 -13.48
H 7.52 13.21 -13.93
H 5.04 13.53 -9.16
H 4.97 14.35 -10.68
H 5.91 12.83 -10.45
H 6.61 16.42 -8.76
H 7.79 15.42 -8.01
H 6.25 14.90 -7.73
C 11.64 4.86 -17.48
Br 10.89 3.81 -19.03
Br 10.12 5.32 -16.21
Br 12.60 6.43 -18.25
H 12.39 4.26 -16.97
C 10.10 6.80 -21.45
Br 11.27 8.34 -20.80
Br 9.86 6.60 -23.40
Br 8.22 6.97 -20.60
H 10.59 5.87 -21.13
```

(4)
A 9-piece molecular cluster, C60H58F8NO4 overall at a distorted geometry. Source: OMol25; level of theory: ωB97M-V/def2-TZVPD.

Electronic energy ... -94573.9256 eV
Total charge ... +1
Orbital gap ... 6.372 eV
E_HOMO ... -10.5 eV

```
131
C60H58F8NO4, DFT ωB97M-V/def2-TZVPD
C 3.15 -2.85 -0.49
C 2.50 -2.40 -1.79
O 3.46 -1.70 -2.58
C 3.01 -1.33 -3.86
C 2.84 0.20 -3.92
C 1.53 0.57 -3.27
C 0.37 0.48 -4.02
N -0.82 0.74 -3.43
C -0.97 1.10 -2.15
C -2.36 1.33 -1.64
O -3.31 0.52 -2.27
C -3.14 -0.87 -2.03
C 0.17 1.24 -1.37
C 1.41 0.98 -1.93
C 2.61 1.07 -1.05
O 2.75 0.31 -0.16
O 3.47 2.05 -1.35
H 4.18 -2.50 -0.49
H 2.66 -2.37 0.35
H 3.12 -3.92 -0.36
H 2.05 -3.22 -2.35
H 1.67 -1.72 -1.55
H 3.77 -1.65 -4.57
H 2.06 -1.81 -4.10
H 2.82 0.53 -4.95
H 3.67 0.68 -3.41
H 0.34 0.19 -5.05
H -1.67 0.65 -3.97
H -2.38 1.15 -0.56
H -2.64 2.37 -1.78
H -4.03 -1.36 -2.40
H -2.29 -1.30 -2.56
H -3.05 -1.09 -0.97
H 0.09 1.55 -0.34
H 3.96 2.21 -0.53
F 4.10 -1.08 6.26
C 4.53 -0.47 5.14
C 3.66 -0.34 4.07
C 4.10 0.30 2.92
C 5.41 0.78 2.85
C 6.26 0.63 3.93
C 5.82 0.01 5.09
H 2.65 -0.73 4.15
H 3.44 0.41 2.08
H 5.76 1.27 1.95
H 7.28 1.01 3.88
H 6.47 -0.11 5.95
F -0.19 8.05 -3.62
C 0.57 7.09 -3.06
C 1.87 7.38 -2.69
C 2.64 6.39 -2.11
C 2.12 5.12 -1.91
C 0.81 4.85 -2.29
C 0.02 5.83 -2.86
H 2.26 8.38 -2.86
H 3.66 6.61 -1.82
H 2.73 4.35 -1.47
H 0.40 3.86 -2.14
H -1.00 5.64 -3.16
F 0.13 -2.63 1.41
C 0.48 -3.00 2.66
C 0.60 -2.04 3.64
C 0.96 -2.43 4.92
C 1.21 -3.77 5.20
C 1.10 -4.72 4.19
C 0.73 -4.34 2.91
H 0.40 -1.00 3.40
H 1.06 -1.68 5.70
H 1.50 -4.06 6.20
H 1.29 -5.76 4.41
H 0.62 -5.06 2.12
F -4.32 13.40 -3.02
C -4.09 12.07 -3.08
C -2.87 11.62 -3.55
C -2.64 10.25 -3.60
C -3.62 9.36 -3.18
C -4.83 9.84 -2.72
C -5.07 11.20 -2.66
H -2.12 12.33 -3.87
H -1.69 9.89 -3.96
H -3.43 8.30 -3.23
H -5.60 9.15 -2.40
H -6.01 11.59 -2.29
F 1.57 0.04 -6.76
C 2.09 -0.89 -7.61
C 2.13 -2.21 -7.21
C 2.69 -3.15 -8.06
C 3.20 -2.76 -9.29
C 3.15 -1.43 -9.67
C 2.59 -0.48 -8.83
H 1.72 -2.48 -6.24
H 2.72 -4.19 -7.76
H 3.64 -3.50 -9.95
H 3.56 -1.12 -10.63
H 2.55 0.57 -9.11
F -1.69 -7.31 3.54
C -1.87 -7.38 2.21
C -2.55 -6.36 1.57
C -2.73 -6.42 0.20
C -2.24 -7.50 -0.52
C -1.56 -8.52 0.14
C -1.37 -8.46 1.51
H -2.93 -5.52 2.15
H -3.26 -5.62 -0.31
H -2.38 -7.55 -1.59
H -1.18 -9.36 -0.42
H -0.84 -9.24 2.04
F -5.15 -4.22 0.24
C -6.11 -3.95 1.16
C -7.20 -3.20 0.78
C -8.18 -2.92 1.72
C -8.06 -3.39 3.01
C -6.95 -4.15 3.38
C -5.97 -4.44 2.44
H -7.27 -2.84 -0.24
H -9.05 -2.34 1.43
H -8.83 -3.18 3.74
H -6.86 -4.52 4.39
H -5.11 -5.03 2.71
F 1.25 -0.07 7.00
C 0.93 0.03 8.31
C -0.06 0.91 8.69
C -0.39 1.01 10.03
C 0.27 0.24 10.97
C 1.26 -0.65 10.57
C 1.60 -0.76 9.23
H -0.56 1.52 7.94
H -1.17 1.70 10.34
H 0.01 0.32 12.02
H 1.78 -1.25 11.30
H 2.36 -1.44 8.89
```

(5)
A 2-piece molecular cluster, C3H8O overall. Source: OMol25; level of theory: ωB97M-V/def2-TZVPD.

Electronic energy ... -5287.5058 eV
Total charge ... 0
Orbital gap ... 11.037 eV
SMILES string ... C=CC.O
E_HOMO ... -10.0 eV

```
12
C3H8O, DFT ωB97M-V/def2-TZVPD
C -1.00 -0.61 -0.94
C -0.03 0.28 -0.72
C -0.08 1.40 0.27
H -0.90 -1.41 -1.67
H -1.94 -0.56 -0.39
H 0.90 0.19 -1.29
H 0.80 1.36 0.92
H -0.09 2.37 -0.23
H -0.98 1.33 0.90
O 1.16 -1.38 1.46
H 0.40 -1.32 0.86
H 1.89 -1.60 0.87
```

(6)
C38H45GeOP2PdS as an isolated structure at a distorted geometry. Source: OMol25; level of theory: ωB97M-V/def2-TZVPD.

Electronic energy ... -131562.6993 eV
Total charge ... +3
Orbital gap (spin up / spin down) ... 7.582 / 3.914 eV
E_HOMO (spin up / spin down) ... -15.7 / -16.4 eV
Spin multiplicity ... 5
<S²> ... 6.038

```
89
C38H45GeOP2PdS, DFT ωB97M-V/def2-TZVPD
Pd -0.21 -0.38 -0.13
C -1.28 3.37 -0.49
C -2.01 2.62 0.63
P -1.07 1.29 1.46
C 0.18 2.02 2.55
C 1.10 1.10 3.13
C 2.02 1.53 4.05
C 2.04 2.88 4.42
C 1.15 3.80 3.83
C 0.21 3.38 2.92
C -2.16 0.68 2.78
C -2.16 -0.70 3.06
C -2.99 -1.20 4.04
C -3.80 -0.33 4.77
C -3.79 1.04 4.51
C -2.96 1.55 3.54
C -0.74 2.45 -1.60
P 0.89 1.73 -1.14
C 1.23 0.41 -2.35
C 1.70 -0.82 -1.87
C 1.98 -1.85 -2.77
C 1.80 -1.64 -4.13
C 1.36 -0.41 -4.60
C 1.07 0.62 -3.72
C 2.14 2.98 -1.52
C 3.47 2.55 -1.51
C 4.47 3.40 -1.93
C 4.15 4.70 -2.32
C 2.84 5.14 -2.29
C 1.82 4.29 -1.87
H -0.47 3.97 -0.07
H -2.00 4.07 -0.93
H -2.91 2.13 0.25
H -2.33 3.34 1.40
H 1.07 0.05 2.83
H 2.72 0.83 4.49
H 2.73 3.22 5.18
H 1.19 4.85 4.11
H -0.48 4.09 2.49
H -1.51 -1.35 2.49
H -3.01 -2.26 4.25
H -4.43 -0.72 5.56
H -4.43 1.70 5.07
H -2.94 2.62 3.37
H -0.62 2.98 -2.54
H -1.42 1.61 -1.77
H 2.03 -0.91 -0.84
H 2.37 -2.79 -2.41
H 2.03 -2.44 -4.82
H 1.26 -0.25 -5.67
H 0.74 1.58 -4.09
H 3.71 1.54 -1.20
H 5.50 3.06 -1.96
H 4.94 5.37 -2.64
H 2.59 6.15 -2.60
H 0.81 4.66 -1.85
C -0.67 -4.11 1.36
S 0.56 -3.13 0.49
O 0.66 -1.82 1.27
C 2.00 -4.09 0.96
C 2.61 -3.86 2.18
C 3.69 -4.67 2.54
C 4.12 -5.67 1.68
C 3.49 -5.89 0.47
C 2.42 -5.09 0.09
H -0.41 -4.14 2.42
H -0.64 -5.12 0.94
H -1.66 -3.68 1.21
H 2.27 -3.07 2.83
H 4.17 -4.51 3.49
H 4.96 -6.29 1.97
H 3.82 -6.68 -0.19
H 1.92 -5.25 -0.86
C -4.42 -2.43 -2.73
Ge -3.17 -0.88 -2.57
C -2.20 -0.80 -4.29
C -4.20 0.70 -2.02
C -1.90 -1.43 -1.15
H -5.12 -2.20 -3.53
H -4.96 -2.57 -1.80
H -3.86 -3.33 -2.98
H -2.91 -0.84 -5.10
H -1.53 -1.66 -4.36
H -1.62 0.11 -4.37
H -5.09 0.79 -2.65
H -3.63 1.63 -2.13
H -4.53 0.60 -0.98
H -1.34 -2.30 -1.49
H -2.45 -1.63 -0.22
```